# C24H27N3O2S

One molecule with the formula C24H27N3O2S (the ωB97M-V functional and the def2-TZVPD basis, the Open Molecules 2025 dataset).

The geometry in XYZ format:
```
57
Properties=species:S:1:pos:R:3:lowdin_charge:R:1
C -6.78680 -0.41911 -1.70865 -0.091
C -6.58264 -0.06374 -0.23426 -0.212
C -5.18902 0.44483 -0.00810 -0.234
C -4.89034 1.79974 -0.24961 -0.020
C -3.62644 2.29709 -0.09310 0.005
C -2.58010 1.44851 0.31684 -0.204
N -1.33760 1.94402 0.47500 0.184
C -0.39239 1.12634 0.86080 -0.268
C 0.96501 1.64405 1.03197 -0.152
C 1.28338 2.91753 0.56786 -0.028
C 2.56970 3.39951 0.71320 -0.077
C 3.54241 2.62154 1.31765 -0.055
C 3.24014 1.34900 1.79287 -0.278
C 4.30012 0.52011 2.45530 -0.050
C 1.94807 0.87281 1.64714 0.001
N -0.56982 -0.19195 1.11017 0.087
C -1.76469 -0.70371 0.96485 -0.497
S -1.97076 -2.41581 1.28715 1.025
C -0.35671 -2.86640 1.99740 -0.344
C 0.67082 -3.29922 0.95460 -0.565
O 1.15909 -4.41021 0.95877 0.053
N 0.96634 -2.33855 0.06768 0.071
C 1.94550 -2.49661 -0.97737 -0.107
C 2.87264 -1.28211 -1.00600 -0.314
C 3.96590 -1.35938 -2.09540 -0.113
C 3.72882 -0.10610 -2.94675 -0.143
C 2.89418 0.76767 -2.00778 -0.196
O 2.08390 -0.13594 -1.29539 -0.112
C -2.87648 0.07891 0.55759 -0.147
C -4.18170 -0.40027 0.38938 0.001
H -7.79783 -0.78318 -1.87437 0.069
H -6.62440 0.45402 -2.33674 0.073
H -6.08460 -1.19302 -2.01006 0.077
H -7.30665 0.70062 0.05565 0.111
H -6.75589 -0.95090 0.37715 0.111
H -5.68996 2.45707 -0.56137 0.118
H -3.39787 3.33561 -0.27300 0.114
H 0.51356 3.50540 0.09454 0.106
H 2.82108 4.38555 0.34997 0.103
H 4.54900 3.00200 1.42379 0.113
H 3.94813 -0.49218 2.63928 0.074
H 5.19490 0.47396 1.83584 0.080
H 4.58208 0.96390 3.41008 0.083
H 1.69249 -0.10954 2.01454 0.108
H -0.00559 -1.99488 2.54970 0.076
H -0.55301 -3.69850 2.67222 0.082
H 0.57523 -1.40707 0.19119 0.088
H 1.44239 -2.57902 -1.94826 0.139
H 2.50508 -3.41416 -0.77957 0.131
H 3.33263 -1.15595 -0.01389 0.142
H 4.95510 -1.34580 -1.64083 0.112
H 3.86992 -2.27117 -2.68181 0.111
H 3.14794 -0.35180 -3.83535 0.111
H 4.65217 0.38003 -3.25167 0.108
H 3.54321 1.32218 -1.31380 0.117
H 2.23668 1.47018 -2.51955 0.127
H -4.37633 -1.44585 0.58248 0.097
```

The value obtained for the highest occupied orbital energy is -8.2738 eV. The SMILES is CCc1ccc2nc(-c3cccc(C)c3)nc(SCC(=O)NC[C@H]3CCCO3)c2c1. The HOMO-LUMO gap is 8.08 eV. As for the energy above the lowest of the compared OMol25 structures with the same formula, charge and spin: 0.0 kcal/mol.

---

# C24H27N8O5Tl

C24H27N8O5Tl as an isolated structure (the ωB97M-V functional and the def2-TZVPD basis, the Open Molecules 2025 dataset).

The geometry in XYZ format:
```
65
Properties=species:S:1:pos:R:3:lowdin_charge:R:1
Tl 0.66964 -0.33115 0.18513 1.261
N 3.21041 2.32438 2.93590 0.168
C 2.84701 1.34713 2.12668 -0.118
N 1.63009 0.87067 2.05673 0.063
C 0.64068 1.40648 2.85624 -0.259
N -0.56615 0.91849 2.86186 0.107
N -0.71069 -0.12445 1.99956 -0.075
C -1.56885 -1.02806 2.23321 -0.008
C -1.61977 -2.18258 1.32349 -0.241
C -2.58034 -3.16329 1.47140 0.021
C -2.56497 -4.25131 0.60654 -0.002
C -1.58859 -4.31100 -0.36996 0.001
C -0.65400 -3.28819 -0.45745 -0.070
N -0.66872 -2.25226 0.37841 0.036
C 0.96679 2.52143 3.73022 -0.078
C 0.01739 3.14007 4.55008 0.008
C 0.39560 4.18078 5.36829 -0.036
C 1.72189 4.61932 5.38530 -0.030
C 2.67484 4.02044 4.58778 0.009
C 2.28608 2.97139 3.76363 -0.152
H 4.17305 2.62946 2.93553 0.179
H 3.61628 0.92044 1.49908 0.145
H -2.22064 -0.98015 3.10012 0.154
H -3.32101 -3.07388 2.25457 0.131
H -3.30206 -5.03696 0.70109 0.129
H -1.53234 -5.14067 -1.05969 0.126
H 0.13033 -3.29681 -1.19770 0.100
H -1.00236 2.78361 4.53021 0.120
H -0.33390 4.65946 6.00630 0.120
H 2.00815 5.43648 6.03317 0.123
H 3.70363 4.35711 4.60161 0.127
C 5.28248 -2.00521 -1.60027 -0.060
C 4.47550 -2.23393 -2.87060 -0.151
C 3.39949 -1.15358 -3.13162 -0.303
C 2.62980 -1.47350 -4.42907 -0.152
C 1.51104 -0.48368 -4.73087 -0.063
C 4.10791 0.18047 -3.31917 -0.403
O 4.90204 0.36873 -4.19838 0.156
N 3.81918 1.19359 -2.40777 0.233
C 2.97299 1.12328 -1.33112 -0.523
O 2.81701 2.04803 -0.56327 0.073
N 2.30493 -0.08070 -1.16085 0.081
C 2.42397 -1.16413 -1.97902 -0.460
O 1.71525 -2.12965 -1.74582 0.041
H 6.02887 -2.78865 -1.48141 0.088
H 4.65040 -2.02409 -0.70783 0.076
H 5.81672 -1.05286 -1.62806 0.085
H 3.96667 -3.19778 -2.83722 0.129
H 5.13090 -2.23271 -3.74197 0.134
H 2.23279 -2.48411 -4.33387 0.129
H 3.36229 -1.47539 -5.23595 0.134
H 0.75429 -0.48792 -3.93892 0.062
H 1.01595 -0.74865 -5.66445 0.085
H 1.89648 0.53253 -4.84439 0.085
H 4.31874 2.06627 -2.52564 0.180
N -2.69042 1.26791 -3.44301 0.200
C -1.90649 2.05642 -2.43377 -0.015
C -1.15585 1.03634 -1.57691 -0.638
O -0.39462 1.50564 -0.68804 -0.043
O -1.34187 -0.17193 -1.82893 -0.013
H -2.38456 1.43755 -4.40065 0.175
H -3.69369 1.44033 -3.39766 0.176
H -2.48348 0.27521 -3.18724 0.146
H -2.58167 2.65052 -1.82382 0.148
H -1.20985 2.71982 -2.93879 0.148
```

Its net charge is +2. The value obtained for the highest occupied orbital energy is -13.7059 eV. The HOMO-LUMO gap is 7.57 eV.

---

# C24H27N9O3Ti

C24H27N9O3Ti as an isolated structure at a distorted geometry (the ωB97M-V functional and the def2-TZVPD basis, the Open Molecules 2025 dataset).

The geometry in XYZ format:
```
64
Properties=species:S:1:pos:R:3:lowdin_charge:R:1
Ti 0.05381 0.12074 -0.17428 0.996
C -0.07086 3.11461 -3.78340 -0.058
O 0.34338 3.81208 -2.60913 -0.118
C 1.52627 3.35434 -2.09952 -0.258
C 2.60600 4.20293 -2.02238 0.003
C 3.80229 3.78157 -1.43411 -0.083
C 3.89221 2.49504 -0.94276 -0.047
C 2.80458 1.62203 -1.00426 -0.120
C 2.95100 0.20687 -0.62026 -0.014
N 1.91212 -0.51100 -0.48761 -0.112
N 1.99180 -1.90592 -0.44242 0.108
C 0.79993 -2.38459 -0.64781 -0.435
O -0.24494 -1.63131 -0.86604 -0.168
C 0.61007 -3.86114 -0.58822 -0.149
C 1.61889 -4.69342 -0.11889 -0.028
C 1.40531 -6.06278 -0.03794 -0.076
C 0.18637 -6.60385 -0.42901 -0.089
C -0.81908 -5.77271 -0.90228 -0.078
C -0.60564 -4.40138 -0.97697 -0.029
C 1.58538 2.04970 -1.57268 -0.277
O 0.53915 1.25311 -1.65623 -0.208
H 0.44174 3.51900 -4.65785 0.094
H -1.14078 3.26841 -3.89453 0.090
H 0.13552 2.04843 -3.69674 0.085
H 2.50146 5.20572 -2.42362 0.122
H 4.64913 4.45499 -1.37480 0.101
H 4.82239 2.13966 -0.51021 0.114
H 3.93114 -0.25870 -0.54700 0.140
H 2.56330 -4.25528 0.17905 0.110
H 2.19011 -6.70858 0.33624 0.103
H 0.02061 -7.67295 -0.36333 0.102
H -1.76982 -6.19011 -1.21016 0.101
H -1.37936 -3.74021 -1.34456 0.109
N -0.75803 4.00829 1.59731 0.030
C -0.61187 3.33915 0.46874 -0.126
N -0.31037 2.08667 0.76486 0.054
C -0.24890 2.06027 2.14227 -0.306
N -0.53295 3.22249 2.69398 0.127
C 0.16580 0.83141 2.76926 -0.231
C 0.23811 0.67305 4.14427 -0.128
N 0.68591 -0.41396 4.75070 0.034
C 1.11713 -1.39333 3.87634 -0.156
C 1.06356 -1.27467 2.52512 -0.147
N 0.54960 -0.17853 1.88106 -0.056
H -0.96447 4.98432 1.71591 0.155
H -0.72338 3.76134 -0.52474 0.139
H -0.08962 1.50049 4.76974 0.110
H 1.51625 -2.30006 4.31622 0.091
H 1.41812 -2.08738 1.90826 0.087
N -2.10044 -0.92961 1.24268 0.010
C -3.45194 -0.40501 1.46806 -0.254
C -4.07518 0.09283 0.17422 -0.192
C -3.26514 1.15556 -0.55234 -0.236
N -2.05414 0.60432 -1.19161 -0.016
H -2.12641 -1.70788 0.59118 0.072
H -1.70888 -1.28976 2.10495 0.082
H -3.37344 0.42698 2.17233 0.116
H -4.11975 -1.14202 1.91912 0.108
H -5.05974 0.50586 0.40602 0.113
H -4.24720 -0.75417 -0.50459 0.116
H -2.95284 1.91675 0.16466 0.101
H -3.89855 1.64357 -1.29133 0.109
H -1.64394 1.27853 -1.83157 0.070
H -2.29077 -0.21083 -1.74738 0.095
```

The spin multiplicity is 3. The value obtained for the highest occupied orbital energy (alpha / beta) is -5.1474 / -8.1347 eV. As for the expectation value of S²: 2.019. The HOMO-LUMO gap (alpha / beta) is 5.18 / 8.18 eV. As for the energy above the lowest of the compared OMol25 structures with the same formula, charge and spin: 16.0 kcal/mol.